# 1
C32H54N13O5 | the ωB97M-V functional and the def2-TZVPD basis

Output
E_HOMO ... -10.631 eV
ΔE to the lowest compared entry with this formula, charge and spin ... 2.2 kcal/mol

```
! RIJCOSX wB97M-V def2-TZVPD def2/J DEFGRID3
* xyz 1 1
C 3.0375 0.0194 1.4060
C 3.8929 0.4243 2.1414
C 4.8117 1.0670 3.0703
H 4.9019 0.4551 3.9813
O 4.3885 2.3830 3.3931
C 3.1454 2.4302 4.0570
H 2.4560 1.7047 3.6038
C 2.5462 3.8327 3.9390
H 3.2606 4.5690 4.3225
O 2.1691 4.1656 2.6163
C 3.2426 4.6993 1.8491
C 2.7325 5.1227 0.4719
O 2.4831 4.0393 -0.3938
C 3.6046 3.5031 -1.0751
C 3.2845 2.0523 -1.4458
N 1.8992 1.9736 -1.8638
C 1.3251 0.7991 -2.2424
N 1.9608 -0.3299 -2.0168
C 1.3016 -1.4364 -2.4017
N 0.1434 -1.4211 -3.0765
C -0.4098 -0.2287 -3.2397
N 0.0924 0.9200 -2.7642
N -1.5392 -0.1582 -3.9866
C -2.1700 -1.3572 -4.4707
H -2.5889 -1.1427 -5.4574
C -3.2894 -1.7962 -3.4873
N -3.5424 -0.7101 -2.5670
C -3.3348 -0.6832 -1.2459
O -3.5006 0.3422 -0.5875
C -2.8375 -1.9478 -0.5264
N -1.8801 -1.4663 0.4361
N -0.5921 -1.4617 0.1295
N 0.0560 -0.8849 1.0739
C -0.8058 -0.4848 2.0324
C -2.0729 -0.8519 1.6217
H -3.0372 -0.7244 2.0617
C -0.3345 0.1488 3.2953
H 0.6646 0.5495 3.1163
H -0.2374 -0.6406 4.0469
C -1.2654 1.2310 3.8468
H -2.2919 0.8612 3.8545
H -0.9853 1.4442 4.8790
C -1.2026 2.5487 3.0671
N -1.5762 2.3896 1.6792
C -0.7440 2.2572 0.6384
N -1.2843 1.9805 -0.5466
H -0.6972 1.7487 -1.3557
H -2.2312 1.6091 -0.5738
N 0.5620 2.4298 0.7505
H 0.9897 2.9025 1.5388
H 1.1267 2.4236 -0.0971
H -2.5401 2.1392 1.5086
H -0.1980 2.9680 3.1206
H -1.8935 3.2658 3.5197
H -2.2547 -2.5743 -1.2064
C -3.9771 -2.7617 0.1221
C -5.1924 -2.8466 -0.8019
H -4.9571 -3.3965 -1.7095
H -5.5548 -1.8574 -1.0712
H -5.9973 -3.3700 -0.2925
C -3.5151 -4.1769 0.4948
C -2.4696 -4.2397 1.6028
H -2.2988 -5.2752 1.8848
H -2.8090 -3.7013 2.4854
H -1.5154 -3.8267 1.2872
H -3.1290 -4.6758 -0.3974
H -4.3952 -4.7330 0.8231
H -4.2891 -2.2409 1.0322
C -3.7607 0.5425 -3.2715
H -4.1136 1.2903 -2.5622
C -2.4263 0.9773 -3.9338
H -2.6164 1.3373 -4.9500
H -1.9323 1.7657 -3.3682
H -4.5335 0.3756 -4.0248
H -2.9992 -2.6982 -2.9574
H -4.2149 -2.0058 -4.0334
H -1.4081 -2.1292 -4.5617
N 1.8697 -2.6185 -2.1587
C 3.0076 -2.7612 -1.2792
H 3.4375 -1.7785 -1.0942
C 2.5388 -3.4158 0.0275
H 3.3872 -3.6396 0.6749
O 1.8959 -4.6466 -0.2248
C 0.7754 -4.4718 -1.0577
H 0.3322 -5.4602 -1.1892
C 1.1839 -3.8648 -2.4064
H 0.3146 -3.6702 -3.0318
H 1.8710 -4.5450 -2.9199
H 0.0538 -3.7954 -0.5738
H 1.8472 -2.7367 0.5456
H 3.7440 -3.4071 -1.7680
H 1.5358 2.7891 -2.3372
H 3.9672 1.7113 -2.2329
H 3.4071 1.3962 -0.5791
H 4.5049 3.5289 -0.4534
H 3.7923 4.0998 -1.9802
H 1.7696 5.6265 0.5892
H 3.4493 5.8203 0.0234
H 3.6485 5.5799 2.3639
H 4.0378 3.9527 1.7556
H 1.6339 3.8774 4.5410
H 3.2699 2.1800 5.1217
H 5.8005 1.1808 2.6169
H 2.2877 -0.3852 0.7889
*
```

=====

# 2
C32H55AlBeCl2F8N4NaO17S | the ωB97M-V functional and the def2-TZVPD basis

Output
E_HOMO ... -9.484 eV

```
! RIJCOSX wB97M-V def2-TZVPD def2/J DEFGRID3
* xyz 1 1
C -4.2860 -3.2644 -0.1503
C -5.0441 -3.5129 -1.3783
O -4.6366 -4.1241 -2.3561
O -6.2705 -3.0633 -1.5042
C -6.3694 -1.6845 -1.9409
C -6.0067 -1.6734 -3.3856
C -5.7290 -0.3152 -3.9622
C -4.5455 0.4987 -3.4257
C -3.3741 0.6256 -4.3874
C -2.6074 -0.6500 -4.4715
C -3.0071 -1.7671 -5.1569
N -2.2524 -2.8970 -5.1069
C -1.0922 -3.0359 -4.4497
C -0.3823 -4.3258 -4.5417
C -0.6294 -1.9240 -3.7326
C 0.6886 -1.9881 -2.9646
F 0.6575 -1.1205 -1.9491
F 0.8334 -3.2132 -2.4203
C 1.9756 -1.7778 -3.8031
F 2.2266 -0.5346 -4.1245
F 1.8359 -2.5125 -4.9390
C -1.3968 -0.7655 -3.7431
C -1.0016 0.4562 -2.9725
O -0.1146 1.1250 -3.3088
O -1.8723 0.6702 -1.9904
H -3.5931 -4.0759 -0.0216
H -4.9338 -3.1990 0.7048
H -3.7221 -2.3454 -0.2503
H -5.7562 -0.9986 -1.3732
H -7.3889 -1.4004 -1.7723
H -5.1669 -2.3422 -3.5016
H -6.8329 -2.1047 -3.9326
H -6.5955 0.3034 -3.7807
H -5.6854 -0.4335 -5.0341
H -4.1416 0.1222 -2.4993
H -4.9348 1.4787 -3.2285
H -3.7480 0.9601 -5.3413
H -2.6967 1.3895 -4.0592
H -3.9211 -1.8131 -5.7052
H -2.6215 -3.6792 -5.6051
H 0.4794 -4.1883 -5.1692
H -0.1150 -4.6956 -3.5767
H -0.9673 -5.1002 -5.0073
H 2.7900 -2.1832 -3.2173
H -1.4886 0.5840 -1.0902
N -6.2020 3.8695 -3.0226
O -6.6938 4.9787 -3.1304
O -6.0455 3.3553 -1.9120
O -5.8486 3.2360 -4.0291
Na -2.8748 -5.4613 -5.5581
F 3.7853 0.5991 -0.1914
Al 4.8716 0.0907 -1.3432
F 4.4181 -1.4510 -1.8795
F 6.4292 0.0326 -0.6864
F 4.8402 1.1440 -2.6263
C -1.5087 1.2472 2.3862
C -0.7784 0.0422 1.8192
C 0.6165 -0.2389 2.3933
O 1.5319 0.6614 1.8543
C 1.6484 1.9296 2.4723
N -0.6192 0.1650 0.3564
H -1.1202 2.1867 1.9963
H -2.5651 1.1972 2.1208
H -1.4400 1.2740 3.4729
H -1.4008 -0.8342 2.0286
H 0.9121 -1.2278 2.0293
H 0.6549 -0.2793 3.4903
H 1.5248 1.8624 3.5561
H 0.9368 2.6493 2.0583
H 2.6502 2.2931 2.2494
H -0.2192 -0.7093 0.0207
H 0.1377 0.8437 0.2436
C -3.4058 0.9595 6.3750
C -4.0651 0.4727 4.9667
O -4.3875 -0.6991 5.0190
O -4.0852 1.3936 4.1581
H -3.3962 0.1298 7.0696
H -2.3995 1.2997 6.1466
H -4.0185 1.7773 6.7420
C -5.0185 0.7938 2.9123
C -6.1779 0.5702 3.8552
O -7.3048 0.3789 2.9763
S -6.8435 -0.3499 1.6518
O -7.0967 -1.7444 1.7423
O -7.3006 0.3929 0.5351
O -5.2734 -0.1239 1.8243
H -5.0101 1.8086 2.5116
H -4.0619 0.5689 3.3677
H -6.3639 1.4172 4.5072
H -6.0429 -0.3318 4.4514
Be -3.6362 -5.3300 -3.6312
C 3.5561 3.6147 5.6724
Cl 3.2359 5.3241 5.9569
Cl 2.1952 2.5937 6.1926
H 3.7161 3.4611 4.6129
H 4.4315 3.3238 6.2367
O 7.1113 3.1528 2.7556
C 7.8318 3.2875 1.8026
O 8.1447 4.5427 1.4225
C 9.1284 4.8164 0.4228
C 8.5500 4.7726 -0.9764
C 8.3156 2.1165 0.9834
H 9.9838 4.1497 0.5335
H 9.4807 5.8205 0.6511
H 8.1785 3.7797 -1.2276
H 9.3081 5.0515 -1.7083
H 7.7136 5.4660 -1.0565
H 7.5524 1.8603 0.2479
H 8.4574 1.2696 1.6504
H 9.2623 2.2803 0.4756
C 7.9378 -2.3855 4.0363
C 8.0951 -1.4120 2.8942
O 9.0890 -0.7159 2.7587
N 7.0790 -1.3228 1.9924
C 5.8332 -2.0429 1.9595
H 8.8280 -2.3297 4.6525
H 7.0697 -2.1316 4.6446
H 7.8273 -3.4046 3.6654
H 7.2324 -0.6524 1.2416
H 5.7828 -2.5796 1.0078
H 5.0220 -1.3084 1.9934
H 5.7374 -2.7423 2.7820
*
```

=====

# 3
C32H55AsF6N5O6S3 | the ωB97M-V functional and the def2-TZVPD basis

Output
E_HOMO ... -6.251 eV
ΔE to the lowest compared entry with this formula, charge and spin ... 0.0 kcal/mol

```
! RIJCOSX wB97M-V def2-TZVPD def2/J DEFGRID3
* xyz -1 1
As 0.1076 -0.4480 -0.0003
F 1.6152 -0.2229 0.8394
F -0.6325 -0.9817 1.4903
F -1.4359 -0.6288 -0.8112
F 0.7958 0.1570 -1.4734
F 0.5075 -2.0912 -0.4847
F -0.3888 1.2005 0.4024
C 1.1829 0.4937 -4.7130
C 0.0335 -0.5193 -4.4648
C 0.6180 -1.8806 -4.1240
C 1.4658 -2.4842 -5.1701
N 2.1173 -2.9167 -6.0097
H 0.8148 1.5048 -4.8643
H 1.7032 0.1477 -5.6089
H 1.8712 0.4455 -3.8684
H -0.6191 -0.4008 -5.3271
H -0.4664 -0.2094 -3.5461
H -0.2000 -2.6007 -4.0314
H 1.1982 -1.8326 -3.2047
C -4.9568 0.5556 4.4590
C -4.5348 -0.4025 3.3725
C -3.4732 0.1878 2.4320
C -3.9222 1.4210 1.7792
N -4.1906 2.4361 1.3145
H -5.7915 0.2521 5.0987
H -5.3266 1.5231 4.0987
H -4.1647 0.8151 5.1693
H -5.4332 -0.7280 2.8392
H -4.1788 -1.3382 3.8080
H -3.1260 -0.5772 1.7422
H -2.6100 0.5043 3.0236
C 1.1572 4.3230 0.2488
C 2.3063 4.5755 1.2004
C 3.5775 3.7851 0.8395
C 4.0501 4.1545 -0.5098
N 4.4493 4.4101 -1.5571
H 1.4446 4.4958 -0.7891
H 0.3883 5.0283 0.5722
H 0.7307 3.3226 0.3018
H 2.0614 4.2968 2.2279
H 2.5625 5.6374 1.2064
H 3.3585 2.7156 0.7853
H 4.3544 3.9459 1.5842
C 4.7366 0.6177 -2.6159
C 4.0323 -0.5749 -1.9240
C 5.1210 -1.5467 -1.4293
S 6.6181 -0.5538 -1.1480
O 7.5906 -0.8839 -2.1785
O 6.9774 -0.5818 0.2485
C 5.8586 0.9989 -1.6502
H 4.0319 1.4416 -2.7034
H 5.1554 0.3168 -3.5742
H 3.3743 -1.1483 -2.5784
H 3.3907 -0.2439 -1.1082
H 5.4347 -2.2633 -2.1858
H 4.9153 -2.0259 -0.4750
H 6.6590 1.5822 -2.0994
H 5.4514 1.4615 -0.7516
C -5.0633 0.5602 -1.8404
C -4.3911 -0.7293 -2.2331
C -4.6701 -1.6856 -1.0584
S -6.4707 -1.5333 -0.8977
O -6.8683 -1.8030 0.4677
O -7.1233 -2.1930 -2.0250
C -6.4445 0.2742 -1.2191
H -5.1408 1.2420 -2.6911
H -4.4995 1.1371 -1.1058
H -3.3079 -0.6346 -2.3286
H -4.7305 -1.0502 -3.2180
H -4.2820 -1.3459 -0.1014
H -4.3898 -2.7180 -1.2536
H -6.4421 0.7063 -0.2160
H -7.3462 0.6318 -1.7065
C 2.0879 -4.9224 1.1246
C 0.5800 -5.0293 1.4436
C 0.5787 -5.6182 2.8474
S 1.9638 -4.8131 3.7483
O 2.7733 -5.8503 4.3710
O 1.4410 -3.7423 4.5759
C 2.6994 -4.0611 2.2328
H 2.2894 -4.5291 0.1289
H 2.5792 -5.8985 1.1786
H 0.0672 -5.6770 0.7304
H 0.0907 -4.0658 1.2995
H 0.8161 -6.6784 2.8483
H -0.2929 -5.3729 3.4515
H 3.7748 -3.9470 2.3059
H 2.1646 -3.1107 2.2911
N 0.6735 0.3274 3.8539
C 1.5220 -0.0889 4.8323
C 1.6012 0.8950 5.7932
C 0.7877 1.9602 5.3455
C 0.2463 1.6005 4.1233
H 0.5116 -0.1387 2.9778
H 1.9353 -1.0820 4.7544
H 2.0858 0.8286 6.7516
H 0.6661 2.9592 5.7350
H -0.4125 2.0943 3.4280
N -1.8110 2.8190 -1.5715
C -1.1767 2.7293 -2.7876
C -1.7743 3.6089 -3.6447
C -2.7736 4.2794 -2.9119
C -2.7191 3.8503 -1.6018
H -1.5239 2.2614 -0.7806
H -0.4008 1.9851 -2.8593
H -1.4062 3.8454 -4.6302
H -3.4868 4.9911 -3.3014
H -3.3553 4.0639 -0.7605
*
```

=====

# 4
C32H55B3N5O29Zn | the ωB97M-V functional and the def2-TZVPD basis

Output
E_HOMO ... -7.960 eV

```
! RIJCOSX wB97M-V def2-TZVPD def2/J DEFGRID3
* xyz -1 1
Zn 13.2538 12.6325 12.8686
O 13.2438 7.7380 19.1789
C 12.9723 7.7195 18.0626
O 13.7917 8.0619 17.0346
B 13.0210 8.0342 15.7510
O 11.6650 7.5916 16.0764
C 11.5288 7.3468 17.3863
O 10.5785 6.9254 17.9052
O 13.6587 7.3835 14.6620
C 14.0712 8.2145 13.7208
O 14.7814 7.9583 12.8172
C 13.4529 9.6344 14.1173
O 12.8215 9.5398 15.1851
O 13.5466 10.6101 13.4382
O 16.4217 15.0695 12.0295
C 17.5545 15.1426 11.6047
O 17.9374 15.3760 10.4116
B 19.3959 15.3821 10.2636
O 19.8973 15.1282 11.6263
C 18.8895 14.9317 12.4647
O 18.9676 14.5052 13.6084
O 19.8864 16.6683 9.6861
C 20.5674 16.3456 8.5784
O 21.1276 17.1875 7.9559
C 20.4795 14.7793 8.3245
O 19.7077 14.2884 9.2906
O 20.9700 14.1554 7.4442
O 7.8366 17.3451 12.5863
C 8.3505 16.5200 11.7983
O 8.5248 16.7457 10.5259
B 9.1510 15.5598 9.8573
O 9.0609 14.4924 10.8816
C 8.7558 15.0104 12.0458
O 8.7473 14.4359 13.1112
O 10.5449 15.7729 9.4197
C 10.6483 15.7380 8.0590
O 11.6209 15.8082 7.4453
C 9.1499 15.4292 7.5467
O 8.3452 15.3092 8.6053
O 8.8322 15.2832 6.4497
C 14.1026 15.4759 9.6564
C 13.5780 14.2309 10.3622
C 14.3127 13.0256 9.9062
O 14.0009 11.9470 10.6926
C 14.2380 10.7110 10.0445
N 13.5646 14.3517 11.8061
H 13.8063 15.4335 8.5811
H 15.1971 15.5181 9.6440
H 13.5662 16.2709 10.1309
H 12.5396 14.1071 10.0363
H 15.3802 13.3026 9.8526
H 14.0647 12.8121 8.8860
H 13.9195 9.8956 10.7509
H 15.3063 10.5498 9.8386
H 13.5756 10.5672 9.2154
H 12.9914 15.1628 12.0618
H 14.4977 14.5588 12.1308
C 14.5519 15.0014 16.1976
C 14.4177 14.1649 14.9084
C 15.6387 13.3826 14.5968
O 15.4176 12.6688 13.4519
C 16.5044 12.0014 12.8139
N 13.2474 13.2098 14.8592
H 13.5983 15.4837 16.3375
H 15.3325 15.8207 16.0930
H 14.7441 14.3958 17.0846
H 14.2043 14.8569 14.0796
H 15.8036 12.7002 15.4815
H 16.5772 13.9706 14.5283
H 17.1228 12.5901 12.1058
H 16.1147 11.1647 12.1924
H 17.1563 11.5167 13.5389
H 13.3615 12.4793 15.6046
H 12.4432 13.8131 15.0041
C 9.6983 16.0842 17.4549
C 10.6657 14.9768 16.9485
C 10.2294 13.5172 17.2764
O 11.3543 12.5720 17.2279
C 11.2382 11.5243 18.1541
N 10.8795 15.0580 15.5065
H 9.5467 15.8920 18.5332
H 8.8032 16.3428 16.8877
H 10.3412 16.9386 17.3911
H 11.6739 15.1776 17.3371
H 9.4254 13.3100 16.5478
H 9.7737 13.4718 18.2754
H 12.1924 10.9922 18.2332
H 10.4527 10.7956 17.9298
H 11.0996 11.8853 19.1953
H 10.1194 14.6747 14.9666
H 10.9439 16.0256 15.1747
C 10.5299 10.5503 13.1160
C 10.9580 11.2827 11.9540
C 10.0851 11.3227 10.7334
O 10.8159 11.9858 9.7733
C 10.2692 11.8547 8.5010
N 11.2180 12.7430 12.3305
H 10.7040 9.4939 12.9099
H 9.4678 10.6290 13.3347
H 10.9996 10.7976 14.0506
H 11.9197 10.8527 11.6613
H 9.1046 11.7393 10.9928
H 9.8097 10.3505 10.3474
H 10.4290 10.8494 8.1850
H 10.8457 12.4338 7.7840
H 9.2159 12.1440 8.5069
H 11.2443 13.3482 11.5256
H 10.4416 13.1162 12.8630
C 11.4505 18.2701 11.9826
C 11.4811 17.6782 13.3773
C 12.8242 17.7891 14.0079
O 13.7667 17.1503 13.1828
C 15.0682 17.5751 13.4347
N 10.4708 18.1522 14.2892
H 11.9694 19.2553 11.9907
H 10.4282 18.4499 11.6299
H 11.8643 17.5658 11.2499
H 11.2782 16.5972 13.2575
H 12.8756 17.3019 14.9890
H 13.1067 18.8364 14.1168
H 15.6971 17.4370 12.5513
H 15.5847 17.0491 14.2237
H 15.0792 18.6408 13.7267
H 9.6209 17.5697 14.1781
H 10.2799 19.1266 14.1582
*
```

=====

Gap between HOMO and LUMO readings, ordered: 9.17 1.10 8.26 9.61 eV
LUMO energy readings, ordered: -0.054 -0.308 0.074 0.061 hartree